Entry 1:
ORCA calculation (ωB97M-V with the def2-TZVPD basis set) on a 6-piece molecular cluster, C38H44FO3P overall in a non-equilibrium geometry.

XYZ file:
```
87
C38H44FO3P (ωB97M-V with the def2-TZVPD basis set)
C 1.9066 3.1182 2.6212
C 1.4188 4.0498 1.3967
C 1.5214 5.6170 1.6757
F 1.4144 6.3342 0.4203
C 0.4263 6.2122 2.6872
C -0.5821 5.2323 3.4465
C -1.6927 5.1590 2.2795
P -3.2207 4.0716 2.5356
C -4.7403 4.8396 1.6542
O -3.5462 4.0539 4.2351
C -1.8897 6.7693 2.1574
O -2.9246 7.4429 2.1255
O -0.5107 7.2070 2.1484
H 2.7381 2.3957 2.3191
H 0.9724 2.5501 2.9821
H 2.2109 3.8242 3.4704
H 2.1254 3.8330 0.5115
H 0.3931 3.6818 1.0740
H 2.5888 5.8100 2.0631
H 1.0852 6.7440 3.4669
H -0.2105 4.2648 3.9099
H -0.9570 5.8714 4.3208
H -1.3165 4.9340 1.2114
H -5.0654 5.7090 2.3303
H -4.4847 5.2048 0.6000
H -5.5223 3.9950 1.6319
H -2.9800 3.3172 4.5643
C -2.4248 0.9287 0.5929
C -3.2389 -0.1986 0.6451
C -3.0034 -1.2678 -0.2140
C -1.9560 -1.2082 -1.1287
C -1.1480 -0.0773 -1.1866
C -1.3812 0.9898 -0.3256
H -2.6021 1.7612 1.2670
H -4.0569 -0.2443 1.3567
H -3.6359 -2.1483 -0.1711
H -1.7706 -2.0428 -1.7966
H -0.3346 -0.0277 -1.9035
H -0.7488 1.8708 -0.3699
C -3.2952 -5.0655 0.2697
C -4.5071 -5.7249 0.4472
C -4.9096 -6.6987 -0.4613
C -4.1016 -7.0101 -1.5505
C -2.8938 -6.3440 -1.7332
C -2.4895 -5.3730 -0.8227
H -2.9782 -4.3108 0.9819
H -5.1384 -5.4803 1.2950
H -5.8530 -7.2152 -0.3208
H -4.4139 -7.7709 -2.2575
H -2.2664 -6.5825 -2.5857
H -1.5467 -4.8552 -0.9640
C 0.1145 -5.2041 1.4237
C 0.9438 -6.0011 2.2066
C 1.9686 -5.4218 2.9480
C 2.1672 -4.0450 2.9034
C 1.3436 -3.2491 2.1135
C 0.3164 -3.8278 1.3749
H -0.6887 -5.6548 0.8509
H 0.7907 -7.0747 2.2394
H 2.6130 -6.0430 3.5609
H 2.9645 -3.5930 3.4834
H 1.5018 -2.1762 2.0740
H -0.3276 -3.2060 0.7604
C 1.8208 0.7468 -5.5689
C 1.6894 0.1494 -6.8183
C 1.3078 -1.1849 -6.9158
C 1.0615 -1.9239 -5.7629
C 1.2018 -1.3293 -4.5130
C 1.5799 0.0066 -4.4154
H 2.1119 1.7889 -5.4936
H 1.8838 0.7247 -7.7174
H 1.2021 -1.6493 -7.8904
H 0.7616 -2.9633 -5.8388
H 1.0154 -1.9072 -3.6132
H 1.6872 0.4710 -3.4405
C 4.8346 -0.0735 -2.2085
C 3.9586 -0.4560 -1.1974
C 4.1614 -0.0112 0.1052
C 5.2437 0.8134 0.3978
C 6.1249 1.1885 -0.6116
C 5.9199 0.7466 -1.9149
H 4.6721 -0.4151 -3.2251
H 3.1161 -1.1011 -1.4251
H 3.4761 -0.3071 0.8927
H 5.4009 1.1625 1.4128
H 6.9721 1.8266 -0.3826
H 6.6056 1.0410 -2.7022
```

Its LUMO energy is 0.4 eV. Its charge is 0. The structure (SMILES) is CC[C@@H](F)[C@@H]1C[C@@H](P(C)O)C(=O)O1.c1ccccc1.c1ccccc1.c1ccccc1.c1ccccc1.c1ccccc1. For the HOMO-LUMO gap, the calculation gives 8.7 eV.

Entry 2:
ORCA calculation (ωB97M-V with the def2-TZVPD basis set) on C38H44N6PTi as an isolated structure.

XYZ file:
```
90
C38H44N6PTi (ωB97M-V with the def2-TZVPD basis set)
Ti 0.5151 0.2894 -0.1723
C -1.6817 -6.0735 -1.6551
C -0.9940 -5.2408 -2.5313
C -0.4010 -4.0818 -2.0601
C -0.4929 -3.7512 -0.7074
C -1.1590 -4.5977 0.1703
C -1.7569 -5.7574 -0.3082
P 0.3499 -2.2523 -0.1833
C -0.0292 -1.8544 1.5555
C -1.3354 -1.8685 2.0676
C -1.5917 -1.3896 3.3355
C -0.5641 -0.8510 4.1105
C 0.7198 -0.7966 3.6089
C 0.9926 -1.2968 2.3341
C 2.1137 -2.6347 -0.2328
C 2.6493 -3.8647 0.0462
C 4.0356 -4.0795 -0.0908
C 4.8440 -3.0679 -0.5311
C 4.3150 -1.7913 -0.8419
C 5.1311 -0.7447 -1.3427
C 4.5943 0.4678 -1.6591
C 3.2133 0.7022 -1.4478
C 2.3720 -0.2650 -0.9501
C 2.9324 -1.5606 -0.6763
H -2.1452 -6.9780 -2.0238
H -0.9152 -5.4977 -3.5770
H 0.1518 -3.4472 -2.7431
H -1.2054 -4.3752 1.2278
H -2.2701 -6.4152 0.3773
H -2.1500 -2.2480 1.4635
H -2.5964 -1.4311 3.7316
H -0.7737 -0.4861 5.1056
H 1.5244 -0.3973 4.2111
H 2.0198 -1.3096 1.9715
H 2.0104 -4.6848 0.3521
H 4.4516 -5.0500 0.1351
H 5.9048 -3.2364 -0.6626
H 6.1869 -0.9305 -1.4842
H 5.2194 1.2484 -2.0683
H 2.8237 1.6803 -1.7077
C 3.2646 4.2983 -1.0431
N 1.8855 3.8286 -0.8922
C 1.0607 3.9754 -2.0844
C 1.4406 3.2148 0.2051
N 0.4217 2.3149 0.0801
C -0.7249 2.4975 0.9138
C -0.9534 3.6554 1.6582
C -2.0742 3.7463 2.4662
C -2.9787 2.6916 2.5355
C -2.8045 1.5861 1.7235
C -1.7212 1.5159 0.8523
N -1.5725 0.4525 -0.1040
C -2.6090 0.0222 -0.8105
N -2.4461 -1.2772 -1.3236
C -1.9727 -1.1852 -2.7122
C -3.4752 -2.3029 -1.1695
N -3.6452 0.7921 -1.1467
C -4.9949 0.3130 -1.4398
C -3.5235 2.2382 -1.3420
N 2.0252 3.4247 1.3893
C 1.8863 2.4711 2.4806
C 2.5453 4.7352 1.7896
H 3.6286 3.9464 -2.0088
H 3.8870 3.8786 -0.2579
H 3.3271 5.3858 -1.0292
H 1.4780 3.3806 -2.8992
H 1.0605 5.0241 -2.3790
H 0.0437 3.6500 -1.8768
H -0.2475 4.4722 1.6292
H -2.2381 4.6374 3.0546
H -3.8322 2.7467 3.1942
H -3.5315 0.7840 1.7252
H -2.7283 -0.7652 -3.3878
H -1.7249 -2.1899 -3.0488
H -1.0622 -0.5709 -2.7659
H -3.8303 -2.3366 -0.1388
H -4.3219 -2.1922 -1.8499
H -2.9947 -3.2587 -1.3827
H -5.1632 -0.6814 -1.0420
H -5.1936 0.3282 -2.5118
H -5.6874 0.9961 -0.9460
H -2.4786 2.5247 -1.4162
H -4.0042 2.8024 -0.5425
H -4.0190 2.4654 -2.2873
H 1.7848 1.4495 2.0907
H 1.0221 2.7074 3.1057
H 2.7910 2.5177 3.0843
H 2.3598 5.4725 1.0159
H 3.6127 4.6914 2.0026
H 2.0193 5.0444 2.6948
```

Its expectation value of S² is 0.76. Its LUMO energy (spin up / spin down) is -5.6 / -5.4 eV. Its charge is +2. For the HOMO-LUMO gap (spin up / spin down), the calculation gives 7.4 / 7.7 eV. As for the spin multiplicity: 2.

Entry 3:
ORCA calculation (ωB97M-V with the def2-TZVPD basis set) on C38H45AsClFHfN6O7Sb as an isolated structure in a non-equilibrium geometry.

XYZ file:
```
101
C38H45AsClFHfN6O7Sb (ωB97M-V with the def2-TZVPD basis set)
Hf -1.1032 0.1459 1.8080
C -3.1550 2.7148 -0.1383
C -2.3041 3.0527 1.0100
C -1.4900 4.1667 1.0521
C -0.5976 4.3852 2.1121
C -0.8440 3.6740 3.2897
C -1.6875 2.5490 3.2812
N -2.1845 2.0218 2.1167
Sb -2.0275 1.6767 5.3464
C -3.9223 0.6470 5.0925
C -4.9460 1.4132 4.5630
C -6.1841 0.7385 4.5566
C -6.2796 -0.6291 4.8414
C -5.1051 -1.2844 5.1448
C -4.7858 -2.7548 5.3422
N -3.9342 -0.5995 5.3585
C -0.5665 0.2298 4.5894
C -0.3719 -0.7677 5.4939
C 0.8953 -1.3107 5.6176
C 1.9405 -0.8045 4.8418
C 1.6230 0.0600 3.7935
C 2.7752 0.5984 3.0090
N 0.3512 0.4302 3.5788
H -2.6260 2.2411 -0.9835
H -3.5564 3.6513 -0.5318
H -3.9453 2.0230 0.2095
H -1.4345 4.8845 0.2297
H 0.0759 5.2064 2.0338
H -0.3787 3.9908 4.2044
H -4.7503 2.4839 4.3659
H -7.0779 1.2857 4.2413
H -7.2428 -1.1379 4.5856
H -5.2435 -3.1948 6.2570
H -3.7135 -2.9540 5.5033
H -5.1504 -3.4224 4.5684
H -1.2145 -1.2013 6.0512
H 1.1042 -2.1615 6.2939
H 2.9872 -0.7997 5.1380
H 2.3655 1.2047 2.1923
H 3.4285 -0.3021 2.7040
H 3.4086 1.2075 3.6945
F 2.3376 4.4456 -2.2057
C 2.1055 3.1494 -2.4975
C 1.4429 2.3450 -1.5956
C 1.2577 0.9720 -1.6976
C 0.5680 0.2279 -0.6617
O -0.1607 0.9586 0.1630
C 0.5683 -1.1879 -0.8929
C 0.9957 -1.6964 -2.1423
N 1.6610 -1.0122 -3.0689
C 2.0585 -1.6020 -4.3249
C 2.4045 -3.0411 -4.3804
C 3.4791 -1.9885 -4.5033
C 1.8781 0.3438 -2.7934
C 2.6716 1.0730 -3.6784
C 2.7729 2.5240 -3.6135
N 3.3634 3.2228 -4.7332
C 4.1669 4.4241 -4.5044
C 4.6761 5.0235 -5.8525
N 4.8485 3.9389 -6.8563
C 3.6375 3.2006 -7.2517
C 2.7126 2.8731 -6.0504
C 0.2455 -2.0952 0.2354
O 0.2015 -3.3165 0.0583
O -0.1186 -1.5148 1.3847
H 1.0882 2.8971 -0.7556
H 0.7519 -2.7320 -2.3819
H 1.6727 -1.3146 -5.3244
H 2.0069 -3.4517 -5.3085
H 2.4891 -3.5684 -3.4009
H 3.8274 -1.7453 -5.5053
H 4.1438 -1.9059 -3.7009
H 3.4118 0.7043 -4.3909
H 5.0158 4.2116 -3.8089
H 3.4945 5.1539 -4.0027
H 5.6311 5.5143 -5.6993
H 3.9645 5.7311 -6.2327
H 5.4898 3.1084 -6.6205
H 5.2961 4.2303 -7.7159
H 4.0076 2.2630 -7.6654
H 3.0334 3.7479 -8.0142
H 2.4337 1.8038 -5.9686
H 1.7448 3.4450 -6.1969
O -4.8045 -0.5963 1.7606
Cl -3.5213 -1.1606 1.4757
O -2.6974 -0.3430 0.4547
O -3.5166 -2.5552 1.0787
O -2.7187 -0.9424 2.8067
C -2.9103 -6.0135 0.3592
As -1.1186 -6.7896 1.0050
C -0.8675 -5.4709 2.3833
C 0.2591 -6.4051 -0.4454
H -3.5036 -6.5949 -0.4093
H -2.4518 -5.0625 0.0293
H -3.4968 -5.8416 1.2649
H -0.8313 -4.4801 1.8686
H 0.0786 -5.6052 2.9349
H -1.7201 -5.5606 3.0720
H 0.2854 -5.3231 -0.6212
H -0.0084 -7.0154 -1.3424
H 1.1344 -6.9585 0.0224
```

Its LUMO energy is -8.1 eV. Its charge is +3. For the relative energy (zero: lowest compared OMol25 entry of this formula, charge and spin), the calculation gives 0.0 kJ/mol. For the HOMO-LUMO gap, the calculation gives 3.7 eV.

Entry 4:
ORCA calculation (ωB97M-V with the def2-TZVPD basis set) on C38H45BaBr2Cl4N5O8P2S as an isolated structure in a non-equilibrium geometry.

XYZ file:
```
106
C38H45BaBr2Cl4N5O8P2S (ωB97M-V with the def2-TZVPD basis set)
Ba 9.2469 10.8290 11.1202
Cl 13.6296 15.6995 14.1605
C 12.2267 14.7324 13.7037
C 10.9596 15.1586 14.0802
Cl 10.9238 16.5086 15.2334
C 9.7005 14.6059 13.6200
Cl 8.1746 15.3584 14.0676
C 9.7335 13.3448 12.9846
O 8.6508 12.8194 12.5597
C 11.1912 12.7761 12.6968
O 11.2483 11.6579 12.1179
C 12.3475 13.5248 13.0108
Cl 13.9071 12.8115 12.2573
C 9.5744 7.2817 6.0279
N 10.2536 7.0992 7.3248
C 10.0790 6.0125 8.2406
C 11.1079 6.1219 9.1243
N 11.9452 7.1794 8.6921
C 11.3585 7.7936 7.6444
S 11.6879 9.3513 7.0947
C 13.0904 7.6592 9.3411
C 14.2019 8.1118 8.6388
C 15.3920 8.5349 9.3114
C 15.3425 8.4540 10.6907
C 14.2161 7.9032 11.3428
N 13.1628 7.4538 10.6350
H 9.8813 6.5118 5.2935
H 9.9466 8.2741 5.8465
H 8.4899 7.2092 6.1729
H 9.2467 5.3321 8.2342
H 11.4180 5.4743 9.9294
H 14.0402 8.3618 7.6055
H 16.3290 8.6512 8.7239
H 16.2485 8.7074 11.1778
H 14.1949 7.8745 12.4432
Br 4.8664 13.6797 5.4601
C 5.9634 12.9125 6.8315
C 5.4761 11.9518 7.6490
C 6.2919 11.5081 8.6570
N 7.6142 11.8188 8.7291
C 8.1314 12.6990 7.8687
C 7.3005 13.3355 6.9321
C 9.5829 12.9328 7.9372
C 10.2688 13.6483 6.9634
C 11.6368 13.6464 7.0696
Br 12.6602 14.4523 5.7016
C 12.3443 13.0214 8.1061
C 11.5321 12.3760 9.0340
N 10.2157 12.2872 8.9009
H 4.4061 11.5748 7.5640
H 5.9093 10.8151 9.3683
H 7.7527 13.9534 6.2240
H 9.7517 14.1203 6.1313
H 13.4604 13.0585 8.2153
H 11.9741 11.9261 9.8573
C 8.4484 6.3392 15.3588
C 8.1526 7.7621 15.7459
C 7.5529 7.7488 17.1608
O 9.3293 8.4944 15.7679
P 9.8347 9.4499 14.6221
O 9.9001 9.0537 13.2072
C 11.5445 9.7611 15.3101
P 12.8582 8.4871 15.6454
O 13.4421 7.9522 14.4248
O 12.1766 7.5249 16.7022
C 12.9190 6.2753 16.6966
C 12.3779 5.3151 15.6868
C 12.8891 5.9069 18.1548
O 13.8520 9.2275 16.6621
C 14.1474 10.6407 16.4894
C 15.5369 10.9229 16.0818
C 13.8266 11.1357 17.9198
O 9.0849 10.7722 14.5464
C 8.4122 11.6306 15.5818
C 9.3548 12.7733 16.0569
C 7.0443 12.0248 15.1079
H 7.5565 5.7431 15.5341
H 9.2057 5.9588 15.9653
H 8.7112 6.1457 14.3208
H 7.4201 8.1935 14.9637
H 7.9953 7.0150 17.7332
H 6.4828 7.4657 17.1188
H 7.6947 8.7679 17.5948
H 11.4745 10.3660 16.2122
H 12.0066 10.5119 14.6230
H 13.9980 6.4377 16.4764
H 11.2680 5.4186 15.6669
H 12.5966 4.3037 16.1270
H 12.7688 5.4101 14.6190
H 11.8337 5.7410 18.5177
H 13.4319 6.6108 18.7407
H 13.4096 4.9483 18.2703
H 13.5644 11.2010 15.7462
H 16.3292 10.5950 16.8502
H 15.7830 11.9805 15.9652
H 15.8629 10.5436 15.0743
H 14.4528 10.6260 18.6092
H 12.7990 10.8695 18.0860
H 14.0267 12.2249 18.0283
H 8.2843 10.9529 16.4018
H 9.4714 13.5074 15.3133
H 10.3680 12.3555 16.2774
H 8.8668 13.2819 16.8833
H 7.0178 12.2678 14.0584
H 6.7225 12.8737 15.6762
H 6.3255 11.1981 15.1325
```

Its LUMO energy is -0.7 eV. Its charge is 0. For the relative energy (zero: lowest compared OMol25 entry of this formula, charge and spin), the calculation gives 294.0 kJ/mol. For the HOMO-LUMO gap, the calculation gives 5.2 eV.

Entry 5:
ORCA calculation (ωB97M-V with the def2-TZVPD basis set) on C38H45BrFN2O5Si2 as an isolated structure in a non-equilibrium geometry.

XYZ file:
```
94
C38H45BrFN2O5Si2 (ωB97M-V with the def2-TZVPD basis set)
C 3.4901 -0.3445 -0.7474
C 4.1493 -0.3973 0.7302
O 3.4360 -0.8453 1.6567
N 5.5181 0.1297 0.8584
C 6.5532 -0.9531 0.8975
Si 5.6398 1.2842 2.2254
C 5.1195 3.0256 1.6380
C 5.0590 3.2305 0.0476
N 3.7532 3.7729 -0.4637
O 7.1611 1.2871 3.0432
Si 7.1054 0.4962 4.5752
F 8.6022 0.7997 5.4225
C 6.8247 -1.3886 4.4238
C 8.0475 -2.2265 3.8388
O 7.8158 -3.4149 3.4827
Br 9.9135 -1.6033 3.6572
C 5.7308 1.1604 5.7525
O 5.5231 0.4353 6.8042
O 5.0310 2.3231 5.5583
H 2.4011 0.0124 -0.6234
H 4.0742 0.3643 -1.4333
H 3.5567 -1.4008 -1.1777
H 6.2841 -1.7252 1.6914
H 7.6225 -0.5470 1.0410
H 6.5274 -1.4764 -0.1311
H 4.6269 0.8583 3.2183
H 4.0803 3.3219 2.0494
H 5.8483 3.7890 2.1100
H 5.3104 2.3087 -0.5725
H 5.8580 4.0241 -0.2186
H 3.4993 3.1942 -1.2882
H 2.9923 3.6649 0.2194
H 5.8399 -1.5358 3.8466
H 6.6137 -1.7705 5.4938
C 1.0435 -3.5357 -1.2066
C -0.2328 -3.1035 -1.5526
C -0.6577 -3.1743 -2.8756
C 0.1914 -3.6870 -3.8520
C 1.4666 -4.1227 -3.5054
C 1.8946 -4.0433 -2.1837
H 1.3754 -3.4770 -0.1752
H -0.8972 -2.7101 -0.7902
H -1.6508 -2.8309 -3.1460
H -0.1413 -3.7468 -4.8829
H 2.1280 -4.5239 -4.2665
H 2.8907 -4.3779 -1.9146
C 4.0597 0.9084 9.3980
C 3.7184 0.7782 10.7417
C 2.6743 1.5307 11.2726
C 1.9648 2.4069 10.4568
C 2.3040 2.5344 9.1123
C 3.3541 1.7887 8.5833
H 4.8750 0.3253 8.9852
H 4.2677 0.0896 11.3764
H 2.4129 1.4336 12.3217
H 1.1474 2.9904 10.8689
H 1.7496 3.2168 8.4757
H 3.6228 1.8920 7.5365
C -4.2568 -3.4498 -0.8974
C -4.0083 -2.0895 -1.0503
C -4.9115 -1.2900 -1.7434
C -6.0693 -1.8495 -2.2757
C -6.3198 -3.2092 -2.1197
C -5.4118 -4.0104 -1.4344
H -3.5504 -4.0735 -0.3598
H -3.1089 -1.6520 -0.6294
H -4.7139 -0.2306 -1.8681
H -6.7765 -1.2252 -2.8121
H -7.2234 -3.6450 -2.5334
H -5.6046 -5.0713 -1.3176
C -6.3735 2.9204 -4.7088
C -5.9200 2.1740 -3.6260
C -5.2376 2.7981 -2.5865
C -5.0172 4.1716 -2.6254
C -5.4741 4.9187 -3.7066
C -6.1484 4.2929 -4.7505
H -6.9027 2.4323 -5.5208
H -6.0979 1.1037 -3.5928
H -4.8781 2.2149 -1.7454
H -4.4894 4.6592 -1.8128
H -5.3035 5.9899 -3.7360
H -6.4997 4.8747 -5.5958
C -9.7851 -0.5673 -8.4620
C -8.6152 -0.9036 -9.1359
C -7.4021 -0.9294 -8.4551
C -7.3604 -0.6281 -7.0971
C -8.5310 -0.2955 -6.4225
C -9.7427 -0.2607 -7.1053
H -10.7303 -0.5440 -8.9940
H -8.6488 -1.1451 -10.1932
H -6.4892 -1.1851 -8.9822
H -6.4152 -0.6529 -6.5649
H -8.4985 -0.0621 -5.3630
H -10.6541 0.0040 -6.5802
```

Its LUMO energy is 1.7 eV. Its charge is -1. For the HOMO-LUMO gap, the calculation gives 6.8 eV.